Entry a
This record from OMol25 describes C4H23NO7 as an isolated structure. The level of theory is ωB97M-V/def2-TZVPD.

```
35
Properties=species:S:1:pos:R:3:nbo_charge:R:1
O 0.503 3.611 -1.036 -0.9505
H 0.249 2.989 -1.718 0.5127
H 1.432 3.777 -1.196 0.4453
O -1.112 2.525 0.638 -0.8739
H -1.212 1.870 1.329 0.4721
H -0.383 3.072 0.930 0.5060
O 2.227 -0.561 -1.171 -0.9799
H 1.777 0.240 -0.903 0.4577
H 1.718 -1.267 -0.773 0.4851
O 1.935 1.524 -0.017 -0.9211
H 2.539 1.420 0.719 0.5157
H 2.072 2.423 -0.315 0.4918
O -0.277 1.103 -0.783 -0.9914
H 0.619 1.304 -0.512 0.4765
H -0.826 1.490 -0.101 0.4696
O -1.379 1.862 -2.804 -0.9814
H -0.972 1.241 -2.199 0.4843
H -2.304 1.865 -2.558 0.4616
C 1.404 -0.831 1.187 -0.6616
C 0.246 -1.566 0.631 -0.1178
C -0.969 -1.471 1.506 -0.0509
O -2.146 -2.053 1.043 -0.5311
C -1.982 -3.342 0.578 -0.2512
N 0.013 -1.124 -0.767 -0.8934
H 2.337 -0.928 0.632 0.2660
H 1.735 -1.251 2.137 0.2078
H 1.136 0.188 1.468 0.1783
H 0.619 -2.590 0.669 0.1931
H -1.159 -0.423 1.736 0.1503
H -0.808 -1.972 2.461 0.1618
H -1.470 -3.985 1.294 0.1615
H -1.480 -3.390 -0.389 0.1621
H -2.993 -3.711 0.409 0.1946
H -0.651 -1.788 -1.139 0.3404
H -0.439 -0.249 -0.988 0.4099
```

**Frontier orbital gap**: 7.845 eV
**Total charge**: 0
**HOMO energy**: -8.054 eV

Entry b
This record from OMol25 describes a 8-piece molecular cluster, C4H23NO7 overall. The level of theory is ωB97M-V/def2-TZVPD.

```
35
Properties=species:S:1:pos:R:3:nbo_charge:R:1
C 2.798 -1.464 0.267 -0.6318
C 2.340 -1.505 -1.195 -0.4445
C 0.847 -1.299 -1.355 -0.2482
C -0.007 -0.473 -0.767 -0.0119
N -1.404 -0.463 -1.130 -0.8791
H 3.554 -0.677 0.336 0.2182
H 3.368 -2.331 0.677 0.2160
H 1.907 -1.404 0.957 0.2088
H 2.752 -0.901 -2.037 0.2246
H 2.542 -2.569 -1.527 0.2019
H 0.514 -2.081 -2.053 0.1934
H 0.284 0.276 -0.022 0.1973
H -2.033 0.015 -0.480 0.3877
H -1.896 -1.321 -0.999 0.3699
O 0.623 0.703 3.323 -0.9458
H -0.040 1.356 3.577 0.4719
H 0.103 0.162 2.718 0.4748
O -2.400 1.500 -3.054 -0.9863
H -2.792 2.017 -2.328 0.4675
H -2.264 0.580 -2.695 0.5072
O 0.544 2.915 0.105 -0.9815
H 1.363 2.489 0.363 0.4826
H 0.481 2.980 -0.865 0.5101
O -1.331 1.276 1.076 -1.0081
H -0.617 1.920 0.796 0.5065
H -2.124 1.813 1.153 0.4622
O -2.766 -0.721 2.354 -0.9522
H -3.073 -1.379 2.954 0.4811
H -3.444 -0.271 1.864 0.4726
O 0.381 2.423 -2.430 -0.9802
H -0.412 2.273 -2.941 0.5258
H 1.134 2.778 -2.866 0.4864
O 0.211 -3.158 2.266 -0.9464
H 0.725 -3.221 1.437 0.4760
H 0.131 -2.238 2.523 0.4736
```

**Frontier orbital gap**: 8.538 eV
**Total charge**: 0
**HOMO energy**: -8.387 eV
**SMILES string**: CC/C=C/N.O.O.O.O.O.O.O

Which of them is most stable, and which least? Most stable: entry b; least stable: entry a.

Entry a
This record from OMol25 describes a 2-piece molecular cluster, C2H7S overall. The level of theory is ωB97M-V/def2-TZVPD.

```
10
Properties=species:S:1:pos:R:3:nbo_charge:R:1
S -1.232 1.440 0.829 -1.0753
H -2.381 1.176 1.471 0.0820
C 1.591 -1.152 -1.479 -0.6041
C 0.878 -1.591 -0.225 -0.6200
H 2.380 -0.418 -1.282 0.1984
H 2.036 -1.998 -1.995 0.1792
H 0.887 -0.732 -2.197 0.2080
H 1.442 -2.378 0.290 0.1684
H -0.091 -2.071 -0.403 0.2014
H 0.655 -0.876 0.559 0.2621
```

**Frontier orbital gap**: 6.496 eV
**Total charge**: -1
**HOMO energy**: -2.377 eV

Entry b
This record from OMol25 describes a 2-piece molecular cluster, C2H7S overall. The level of theory is ωB97M-V/def2-TZVPD.

```
10
Properties=species:S:1:pos:R:3:nbo_charge:R:1
S 0.390 1.832 -0.902 -1.0664
H -0.862 1.717 -1.378 0.0804
C 0.238 -1.887 1.400 -0.6002
C -0.857 -1.614 0.387 -0.6227
H 0.035 -2.792 1.977 0.1727
H 0.336 -1.065 2.109 0.2067
H 1.207 -1.970 0.910 0.2030
H -1.834 -1.458 0.850 0.1823
H -0.604 -0.742 -0.226 0.2694
H -0.974 -2.450 -0.309 0.1748
```

**Frontier orbital gap**: 6.610 eV
**Total charge**: -1
**HOMO energy**: -2.426 eV

Which of them is most stable, and which least? Most stable: entry b; least stable: entry a.

Entry a
This record from OMol25 describes the molecule C3H2FNOS. The level of theory is ωB97M-V/def2-TZVPD.

```
9
Properties=species:S:1:pos:R:3:nbo_charge:R:1
F 0.519 2.032 0.004 -0.2885
C 0.671 0.732 -0.010 0.4282
N 1.906 0.143 0.000 -0.4643
C 1.643 -1.125 -0.001 0.3228
O 0.324 -1.425 0.006 -0.4043
C -0.310 -0.208 0.003 -0.0110
S -2.051 -0.215 -0.002 0.0642
H 2.312 -1.983 -0.005 0.2027
H -2.125 1.130 0.019 0.1503
```

**Frontier orbital gap**: 9.256 eV
**Total charge**: 0
**HOMO energy**: -8.634 eV
**SMILES string**: Fc1ncoc1S

Entry b
This record from OMol25 describes a 2-piece molecular cluster, C3H2FNOS overall. The level of theory is ωB97M-V/def2-TZVPD.

```
9
Properties=species:S:1:pos:R:3:nbo_charge:R:1
C 0.541 0.652 2.024 0.1398
C 1.025 -0.549 -2.177 -0.3970
C 0.461 -1.314 -1.459 0.4084
N -0.427 0.610 1.344 -0.5716
O -2.481 1.794 0.507 -0.9200
F -0.321 -2.037 -0.782 -0.2555
S -1.566 0.710 0.210 1.1405
H 0.977 0.011 2.759 0.2141
H 1.791 0.123 -2.426 0.2413
```

**Frontier orbital gap (alpha / beta)**: 7.417 / 7.577 eV
**Total charge**: 0
**HOMO energy (alpha / beta)**: -7.905 / -7.968 eV

Entry c
This record from OMol25 describes the molecule C3H2FNOS. The level of theory is ωB97M-V/def2-TZVPD.

```
9
Properties=species:S:1:pos:R:3:nbo_charge:R:1
F -2.355 0.865 0.356 -0.2713
C -1.178 0.288 0.168 0.6284
C -0.395 -0.576 0.769 -0.2274
N 0.800 -0.600 0.058 -0.5583
C 0.793 0.355 -0.790 0.3498
S 2.064 0.778 -1.726 -0.1839
O -0.485 0.890 -0.931 -0.4382
H -0.927 -1.134 1.498 0.2516
H 1.682 -0.865 0.598 0.4493
```

**Frontier orbital gap**: 8.946 eV
**Total charge**: 0
**HOMO energy**: -8.525 eV
**SMILES string**: Fc1c[nH]c(=S)o1

Which of them is most stable, and which least? Most stable: entry a; least stable: entry b.

Entry a
This record from OMol25 describes the molecule C7H7NOS. The level of theory is ωB97M-V/def2-TZVPD.

```
17
Properties=species:S:1:pos:R:3:nbo_charge:R:1
C -0.746 1.458 1.849 -0.1217
C 0.495 1.877 1.393 -0.3241
C -1.246 0.176 1.828 -0.2996
C 1.221 1.045 0.608 -0.1639
C -0.450 -0.726 1.065 0.1369
C 0.759 -0.207 0.454 -0.3931
C 0.304 -1.982 -1.976 -0.7639
N -0.573 -2.045 0.976 -0.5687
O 2.287 -2.524 -0.220 -0.8708
S 1.033 -1.881 -0.190 1.7267
H -1.507 2.129 2.381 0.2156
H 0.844 2.842 1.573 0.2198
H -2.076 -0.205 2.260 0.2202
H 2.175 1.363 0.221 0.2297
H -0.816 -2.135 -1.599 0.2663
H 0.528 -1.014 -2.335 0.2383
H 0.693 -2.893 -2.449 0.2523
```

**Frontier orbital gap**: 7.792 eV
**Total charge**: 0
**HOMO energy**: -7.509 eV

Entry b
This record from OMol25 describes the molecule C7H7NOS. The level of theory is ωB97M-V/def2-TZVPD.

```
17
Properties=species:S:1:pos:R:3:nbo_charge:R:1
O 2.582 -1.036 0.403 -0.6605
N 2.884 0.245 0.416 -0.1923
C 2.280 0.876 -0.868 -0.1354
C 1.049 1.255 -0.717 0.0757
C -0.134 1.385 -0.176 -0.2788
C -1.146 0.418 -0.012 -0.2124
C -1.083 -0.923 0.317 -0.2135
C -2.261 -1.633 0.120 -0.2611
C -3.294 -0.840 -0.064 -0.3563
S -2.878 0.842 -0.226 0.3766
H 2.411 0.858 1.165 0.3539
H 3.932 0.536 0.394 0.3493
H 2.753 0.811 -1.742 0.2132
H -0.402 2.389 0.114 0.2311
H -0.111 -1.293 0.657 0.2565
H -2.334 -2.738 0.386 0.2335
H -4.248 -1.152 -0.164 0.2205
```

**Frontier orbital gap**: 8.583 eV
**Total charge**: 0
**HOMO energy**: -8.398 eV
**SMILES string**: [O-][NH2+]C=C=Cc1cccs1

Which of them is most stable, and which least? Most stable: entry a; least stable: entry b.

Entry a
This record from OMol25 describes the molecule C3H4ClFN2. The level of theory is ωB97M-V/def2-TZVPD.

```
11
Properties=species:S:1:pos:R:3:nbo_charge:R:1
N -0.364 1.321 1.051 -0.6080
N -1.134 0.231 1.103 -0.2091
C -1.002 -0.732 0.299 -0.0353
C -0.018 -0.634 -0.822 -0.3931
C 1.247 -0.489 -0.506 0.3807
F 1.885 -0.165 0.634 -0.2894
Cl 2.298 -0.474 -1.877 -0.0116
H 0.038 1.487 0.168 0.3413
H -0.916 1.987 1.443 0.3692
H -1.673 -1.652 0.336 0.2013
H -0.361 -0.881 -1.829 0.2541
```

**Frontier orbital gap**: 9.829 eV
**Total charge**: 0
**HOMO energy**: -9.081 eV
**SMILES string**: N/N=C\C=C(/F)Cl

Entry b
This record from OMol25 describes the molecule C3H4ClFN2. The level of theory is ωB97M-V/def2-TZVPD.

```
11
Properties=species:S:1:pos:R:3:nbo_charge:R:1
H 1.361 -0.782 0.919 0.3521
N 0.533 -1.431 0.580 -0.6445
C -0.253 -0.704 -0.080 0.3513
N -1.434 -1.333 -0.647 -0.8084
C -0.059 0.732 -0.388 -0.3628
C 1.069 1.390 0.132 0.3043
F 2.033 0.794 0.893 -0.3187
Cl 1.728 2.777 -0.331 0.1308
H -2.132 -0.625 -0.266 0.3472
H -1.770 -2.233 -0.040 0.3884
H -1.076 1.415 -0.773 0.2604
```

**Frontier orbital gap**: 9.438 eV
**Total charge**: 0
**HOMO energy**: -9.441 eV
**SMILES string**: [H]/N=C(N)\C=C(/F)Cl

Which of them is most stable, and which least? Most stable: entry a; least stable: entry b.

Entry a
This record from OMol25 describes C8H10N3O2 as an isolated structure. The level of theory is ωB97M-V/def2-TZVPD.

```
23
Properties=species:S:1:pos:R:3:nbo_charge:R:1
C -0.359 -1.492 -2.743 -0.1374
C -0.553 -0.140 -2.747 -0.2009
C 0.045 -2.073 -1.503 -0.1427
C -0.229 0.623 -1.671 -0.1697
C 0.303 -1.326 -0.409 -0.1225
C 0.260 0.117 -0.479 -0.1170
C 0.675 -1.982 0.899 0.5938
C 0.726 0.877 0.657 0.1804
N 1.399 0.258 1.595 -0.4478
N 0.604 -1.235 2.064 0.0096
N -0.865 1.567 1.281 -0.8445
O 0.928 -3.177 0.911 -0.4959
O 1.165 -1.884 3.136 -0.4661
H -0.439 -2.109 -3.601 0.2429
H -0.729 0.327 -3.743 0.2477
H -0.145 -3.116 -1.189 0.2605
H -0.545 1.682 -1.739 0.2192
H 1.103 1.852 0.327 0.2512
H 1.636 0.825 2.311 0.3908
H -1.295 0.953 1.991 0.4193
H -1.513 1.466 0.489 0.4273
H -0.890 2.400 1.781 0.4129
H 2.031 -2.296 2.923 0.4888
```

**Frontier orbital gap**: 9.497 eV
**Total charge**: +1
**HOMO energy**: -13.564 eV

Entry b
This record from OMol25 describes C8H10N3O2 as an isolated structure. The level of theory is ωB97M-V/def2-TZVPD.

```
23
Properties=species:S:1:pos:R:3:nbo_charge:R:1
C 0.381 0.880 -0.223 0.0521
C 1.706 0.706 -0.244 -0.1265
C 2.261 -0.559 0.225 0.6712
C 0.009 -1.479 -0.006 0.8214
C -2.168 -2.317 -0.322 0.0435
C -1.860 -0.152 0.155 0.4676
C 2.737 1.713 -0.543 -0.6648
C -2.423 1.732 0.656 -0.5356
N -2.710 -1.055 0.105 -0.4233
N 1.301 -1.716 0.104 -0.5911
N -0.454 -0.230 -0.009 -0.4646
O 3.311 -0.797 0.692 -0.4711
O -0.735 -2.514 -0.066 -0.4147
H -0.022 1.912 -0.164 0.2643
H -2.598 -3.176 0.278 0.2392
H -2.319 -2.293 -1.384 0.2125
H 3.609 1.169 -0.823 0.2563
H 3.188 2.348 0.305 0.2652
H 2.461 2.529 -1.199 0.2516
H -1.900 2.185 -0.247 0.2051
H -2.105 2.118 1.698 0.2465
H -3.438 1.586 0.585 0.2213
H 1.770 -2.590 0.428 0.4741
```

**Frontier orbital gap**: 9.812 eV
**Total charge**: +1
**HOMO energy**: -13.693 eV

Entry c
This record from OMol25 describes an isolated ion of composition C8H10N3O2 and charge +1. The level of theory is ωB97M-V/def2-TZVPD.

```
23
Properties=species:S:1:pos:R:3:nbo_charge:R:1
C -1.088 1.666 -1.268 -0.4098
N -0.825 0.755 -0.149 -0.3048
C -1.204 1.479 1.066 -0.4631
C -1.754 -0.556 -0.020 0.8079
O -2.902 -0.475 0.093 -0.4747
N -0.889 -1.596 -0.003 -0.1399
O -1.326 -2.903 -0.087 -0.4877
C 0.503 -1.240 -0.151 0.0997
C 1.710 -1.829 -0.068 -0.1928
C 2.861 -1.013 0.020 -0.1993
C 2.780 0.364 -0.010 0.0232
N 1.558 0.981 -0.124 -0.3846
C 0.540 0.221 -0.184 0.3393
H -0.533 2.493 -0.962 0.2347
H -0.611 1.325 -2.183 0.2467
H -2.163 1.976 -1.301 0.2576
H -0.755 2.501 1.155 0.2580
H -2.409 1.615 1.096 0.2757
H -0.905 0.915 2.023 0.2497
H -1.838 -3.180 0.688 0.5053
H 1.806 -2.929 -0.029 0.2627
H 3.808 -1.581 0.240 0.2600
H 3.637 1.010 0.158 0.2362
```

**Frontier orbital gap**: 10.012 eV
**Total charge**: +1
**HOMO energy**: -13.375 eV
**SMILES string**: C[N+]1(C)C(=O)N(O)c2cccnc21

Which of them is most stable, and which least? Most stable: entry c; least stable: entry a.